{"formula": "C37H29F6N7O5S5Ti", "method": "wB97M-V/def2-TZVPD", "homo_lumo_gap_ev": [6.013, 6.230], "charge": -1, "largest_force_ha_per_bohr": 0.0126, "multiplicity": 2, "symbols": ["Ti", "S", "C", "C", "C", "C", "N", "C", "C", "C", "S", "C", "N", "H", "H", "F", "C", "F", "F", "S", "O", "O", "N", "S", "O", "O", "C", "F", "F", "F", "O", "C", "C", "C", "C", "C", "C", "C", "C", "N", "H", "H", "H", "H", "H", "H", "H", "H", "H", "H", "H", "N", "C", "S", "C", "C", "C", "N", "C", "C", "H", "H", "H", "H", "H", "H", "N", "C", "C", "C", "C", "C", "C", "C", "C", "C", "C", "C", "C", "C", "H", "H", "H", "H", "H", "H", "H", "H", "H", "H"], "positions_angstrom": [[0.24801, 0.01149, 0.58566], [1.43454, -1.10315, -1.24701], [2.74674, -1.96586, -0.49163], [3.88236, -2.28100, -1.23043], [4.98245, -2.89083, -0.64121], [6.15564, -3.13734, -1.42716], [7.09192, -3.31067, -2.07325], [4.93810, -3.21497, 0.72304], [3.79529, -2.93007, 1.45708], [2.69126, -2.30526, 0.87512], [1.27841, -1.94286, 1.81567], [6.06336, -3.82356, 1.37259], [6.96482, -4.30335, 1.90209], [3.91962, -2.01646, -2.27922], [3.76362, -3.17712, 2.50986], [-3.79430, -4.01983, -1.12092], [-2.69138, -3.46187, -0.62300], [-1.64776, -3.83237, -1.34627], [-2.52806, -3.89101, 0.63272], [-2.85948, -1.63000, -0.57645], [-1.58894, -1.20622, -0.02484], [-4.02265, -1.35591, 0.21382], [-3.01917, -1.39442, -2.11696], [-3.06920, -0.01053, -2.84448], [-2.81976, 1.12935, -1.99016], [-2.42140, -0.06136, -4.11469], [-4.86005, 0.15769, -3.23937], [-5.26312, -0.83132, -4.03423], [-5.58852, 0.13593, -2.12386], [-5.07157, 1.31949, -3.86273], [-1.38337, 1.59144, 0.55834], [-2.56234, 1.77385, 1.36105], [-2.18641, 2.61366, 2.56789], [-0.95327, 2.05193, 3.29069], [-1.19165, 0.62237, 3.67072], [-1.64804, 0.30735, 4.94635], [-2.01162, -0.99238, 5.24480], [-1.92893, -1.94502, 4.24466], [-1.44712, -1.56137, 3.00720], [-1.05651, -0.31439, 2.71708], [-1.67739, 1.51471, -0.36763], [-2.95961, 0.80245, 1.65729], [-3.31724, 2.27117, 0.75109], [-3.04204, 2.64251, 3.24938], [-1.97751, 3.63929, 2.25449], [-0.73941, 2.64310, 4.18256], [-0.08406, 2.10410, 2.63735], [-1.71652, 1.09410, 5.68660], [-2.36544, -1.25352, 6.23440], [-2.21721, -2.97350, 4.40840], [-1.35451, -2.28426, 2.21104], [3.23559, 5.11535, -3.57502], [2.04092, 4.61933, -3.93923], [1.25538, 5.08267, -5.30565], [1.48221, 3.62777, -2.97756], [0.84961, 2.47685, -3.42200], [0.43279, 1.54440, -2.48879], [0.57170, 1.71619, -1.17154], [1.11267, 2.85772, -0.74655], [1.60067, 3.82453, -1.60586], [3.69135, 5.76156, -4.19680], [3.76370, 4.69429, -2.82878], [0.70754, 2.29877, -4.47813], [-0.01512, 0.61610, -2.81597], [1.17823, 2.98183, 0.32572], [2.04363, 4.72573, -1.20293], [1.63263, 0.99114, 1.47306], [2.65684, 1.42395, 2.05812], [4.02510, 1.34194, 1.45697], [4.15448, 1.03905, 0.10085], [5.40737, 0.89221, -0.46924], [6.55169, 1.04876, 0.30500], [6.43222, 1.35594, 1.65184], [5.17603, 1.50513, 2.22510], [2.51651, 1.98818, 3.44528], [2.85999, 3.30017, 3.75420], [2.62430, 3.80726, 5.02497], [2.06547, 2.99673, 6.00451], [1.73989, 1.67959, 5.70599], [1.95760, 1.17959, 4.43052], [3.25497, 0.88223, -0.48321], [5.49466, 0.63144, -1.51711], [7.53009, 0.91339, -0.13853], [7.31941, 1.46310, 2.26351], [5.09085, 1.72285, 3.28209], [3.30748, 3.92904, 2.99232], [2.88021, 4.83499, 5.25211], [1.88956, 3.38999, 6.99815], [1.30886, 1.04051, 6.46735], [1.68975, 0.16007, 4.17226]], "atomic_forces_ev_per_a": [[0.3, 0.2, 0.6], [0.1, -0.2, -0.2], [0.0, 0.0, 0.0], [0.0, 0.0, 0.0], [0.0, 0.0, 0.0], [0.0, 0.0, 0.0], [0.0, 0.0, 0.0], [0.0, 0.0, 0.0], [0.0, 0.0, 0.0], [0.0, 0.0, 0.0], [0.0, -0.1, 0.1], [0.0, 0.0, 0.0], [0.0, 0.0, 0.0], [0.0, 0.0, 0.0], [0.0, 0.0, 0.0], [0.0, 0.0, 0.0], [0.0, 0.0, -0.1], [0.0, 0.0, 0.0], [0.0, 0.0, 0.0], [-0.2, -0.1, -0.2], [0.1, 0.3, -0.1], [0.1, 0.1, 0.1], [0.2, -0.1, 0.1], [-0.2, 0.2, 0.0], [0.2, 0.0, 0.3], [0.1, 0.0, 0.0], [0.0, 0.0, 0.0], [0.0, 0.0, 0.0], [0.0, 0.0, 0.0], [0.0, 0.0, 0.0], [-0.3, -0.1, -0.3], [0.0, 0.1, 0.1], [0.0, 0.0, 0.0], [-0.1, 0.0, 0.0], [0.0, 0.0, 0.0], [0.0, 0.0, 0.0], [0.0, 0.0, 0.0], [0.0, 0.0, 0.0], [0.0, 0.0, 0.0], [0.0, 0.0, 0.0], [0.0, 0.1, 0.0], [0.0, 0.0, 0.0], [0.0, 0.0, 0.0], [0.0, 0.0, 0.0], [0.0, 0.0, 0.0], [0.0, 0.0, 0.0], [0.0, 0.0, 0.0], [0.0, 0.0, 0.0], [0.0, 0.0, 0.0], [0.0, 0.0, 0.0], [0.0, 0.0, 0.0], [0.0, 0.0, 0.0], [0.0, 0.0, 0.0], [0.0, 0.0, 0.0], [0.0, 0.0, 0.0], [0.0, 0.0, 0.0], [0.0, 0.0, 0.0], [-0.1, 0.0, 0.0], [0.0, 0.0, 0.0], [0.0, 0.0, 0.0], [0.0, 0.0, 0.0], [0.0, 0.0, 0.0], [0.0, 0.0, 0.0], [0.0, 0.0, 0.0], [0.0, 0.0, 0.0], [0.0, 0.0, 0.0], [-0.3, -0.2, -0.2], [0.0, 0.0, 0.1], [0.0, 0.0, 0.0], [0.0, 0.0, 0.0], [0.0, 0.0, 0.0], [0.0, 0.0, 0.0], [0.0, 0.0, 0.0], [0.0, 0.0, 0.0], [0.0, 0.0, 0.0], [0.0, 0.0, 0.0], [0.0, 0.0, 0.0], [0.0, 0.0, 0.0], [0.0, 0.0, 0.0], [0.0, 0.0, 0.0], [0.0, 0.0, 0.0], [0.0, 0.0, 0.0], [0.0, 0.0, 0.0], [0.0, 0.0, 0.0], [0.0, 0.0, 0.0], [0.0, 0.0, 0.0], [0.0, 0.0, 0.0], [0.0, 0.0, 0.0], [0.0, 0.0, 0.0], [0.0, 0.0, 0.0]], "lowdin_spin": [0.915, -0.009, 0.002, -0.001, 0.003, 0.001, 0.002, -0.001, 0.002, 0.000, 0.003, 0.000, -0.001, 0.000, 0.000, 0.000, 0.000, 0.000, 0.000, 0.002, 0.013, 0.000, 0.001, 0.000, 0.000, 0.000, 0.000, 0.000, 0.000, 0.000, 0.009, 0.000, 0.000, 0.001, 0.000, 0.000, 0.000, 0.000, 0.000, -0.002, 0.001, 0.000, 0.000, 0.000, 0.000, 0.000, 0.000, 0.000, 0.000, 0.000, 0.000, 0.000, 0.000, 0.000, 0.001, 0.000, 0.003, 0.004, 0.001, 0.000, 0.000, 0.000, 0.000, 0.000, 0.000, 0.000, -0.042, 0.050, 0.000, 0.009, -0.001, 0.010, -0.001, 0.009, 0.005, 0.003, 0.000, 0.002, 0.000, 0.003, 0.000, 0.000, 0.001, 0.000, 0.000, 0.000, 0.000, 0.000, 0.000, 0.001]}